{"formula": "C18H29N4O3S", "method": "ωB97M-V/def2-TZVPD", "orbital_gap_ev": 8.7, "total_energy_ev": -42068.1815, "relative_energy_kcal_mol": 0.5, "total_charge": 1, "elements": ["C", "N", "C", "C", "N", "N", "C", "O", "C", "C", "C", "C", "C", "S", "O", "O", "N", "C", "C", "C", "C", "C", "C", "C", "C", "C", "H", "H", "H", "H", "H", "H", "H", "H", "H", "H", "H", "H", "H", "H", "H", "H", "H", "H", "H", "H", "H", "H", "H", "H", "H", "H", "H", "H", "H"], "coordinates": [[-5.17404, -2.55822, -1.34186], [-4.96409, -1.33513, -0.56598], [-5.59045, -0.15545, -1.19557], [-5.59046, 1.02845, -0.19838], [-4.60127, 0.91244, 0.84743], [-3.30503, 1.32465, 0.52912], [-2.33876, 0.61207, -0.08826], [-2.52759, -0.53728, -0.50324], [-1.02245, 1.26197, -0.23226], [-0.84399, 2.64640, -0.26477], [0.42152, 3.17757, -0.44320], [1.51877, 2.34131, -0.59275], [1.33984, 0.97118, -0.56152], [2.72410, -0.15093, -0.88233], [2.96353, -0.09305, -2.29043], [2.35529, -1.40828, -0.29323], [3.94653, 0.61815, -0.08549], [3.89350, 0.51524, 1.35718], [5.04696, -0.25285, 2.00688], [5.38681, -1.55783, 1.28403], [6.41183, -1.35883, 0.16756], [5.85035, -0.65510, -1.06474], [5.21793, 0.70767, -0.77819], [0.08524, 0.42766, -0.39200], [-4.73553, -0.30391, 1.63764], [-5.38536, -1.44883, 0.83989], [-4.83755, -2.40509, -2.36526], [-4.59887, -3.37321, -0.90745], [-6.22980, -2.83014, -1.35057], [-3.88468, -1.09987, -0.53833], [-5.02186, 0.08828, -2.09523], [-6.61543, -0.39608, -1.48738], [-5.42997, 1.96622, -0.73045], [-6.55734, 1.09453, 0.30600], [-3.06239, 2.22744, 0.91690], [-1.68624, 3.31923, -0.19330], [0.55037, 4.24820, -0.47774], [2.50943, 2.73953, -0.74183], [2.95016, 0.01070, 1.58108], [3.84773, 1.52913, 1.77793], [4.75076, -0.46305, 3.03628], [5.93546, 0.38012, 2.04803], [5.80347, -2.25999, 2.00860], [4.47512, -1.99819, 0.87607], [6.78946, -2.33487, -0.14310], [7.25950, -0.78927, 0.55811], [6.65423, -0.51357, -1.78980], [5.08566, -1.28015, -1.53020], [5.88295, 1.34013, -0.18698], [5.00937, 1.20366, -1.72927], [-0.02438, -0.64568, -0.37860], [-3.74732, -0.59914, 1.99456], [-5.35321, -0.07702, 2.51280], [-5.06182, -2.40990, 1.24025], [-6.47593, -1.40102, 0.89332]], "lowdin_charge": [0.0053, -0.1937, -0.0917, -0.1134, -0.1387, 0.1137, -0.3544, 0.0708, -0.1204, -0.0145, -0.0374, -0.0238, -0.2254, 0.6643, -0.2538, -0.2787, -0.2563, -0.2030, -0.1682, -0.1904, -0.1983, -0.1765, -0.1850, 0.0228, -0.1059, -0.0942, 0.1131, 0.1120, 0.1119, 0.1066, 0.1398, 0.1377, 0.1347, 0.1322, 0.1543, 0.1129, 0.1164, 0.1246, 0.1140, 0.1249, 0.1145, 0.1098, 0.1118, 0.1015, 0.1124, 0.1134, 0.1191, 0.1034, 0.1348, 0.1166, 0.1261, 0.1347, 0.1311, 0.1410, 0.1417]}

{"formula": "C39H30CoGeN3O6", "method": "ωB97M-V/def2-TZVPD", "orbital_gap_ev": [7.6, 4.9], "total_energy_ev": -151821.2392, "relative_energy_kcal_mol": 0.0, "s_squared": 8.788, "spin_multiplicity": 6, "total_charge": 1, "elements": ["Co", "O", "C", "C", "C", "C", "C", "C", "C", "O", "N", "N", "C", "C", "C", "C", "C", "C", "N", "H", "H", "H", "H", "H", "H", "H", "H", "H", "H", "O", "C", "O", "C", "C", "C", "C", "O", "C", "O", "C", "C", "H", "H", "H", "H", "H", "C", "C", "C", "C", "C", "C", "Ge", "C", "C", "C", "C", "C", "C", "C", "C", "C", "C", "C", "C", "H", "H", "H", "H", "H", "H", "H", "H", "H", "H", "H", "H", "H", "H", "H"], "coordinates": [[5.53741, -12.19634, -14.78028], [2.85724, -16.36793, -17.12881], [2.65891, -15.27604, -17.90663], [1.98659, -15.54148, -19.10986], [1.69081, -14.55447, -19.98954], [2.01388, -13.23535, -19.68495], [2.72487, -12.94578, -18.53235], [3.02998, -13.94427, -17.59135], [3.58325, -13.53949, -16.36049], [4.05002, -12.34228, -16.21217], [3.68110, -14.45945, -15.36999], [3.75879, -13.89187, -14.14007], [4.55522, -14.61826, -13.22291], [5.39172, -13.84612, -12.33479], [5.88973, -14.38128, -11.14766], [6.63466, -13.58475, -10.31246], [6.97592, -12.28816, -10.70711], [6.54055, -11.86027, -11.94423], [5.74169, -12.59347, -12.73008], [3.27055, -16.11658, -16.30247], [1.76884, -16.59504, -19.30936], [1.21216, -14.80027, -20.92944], [1.84046, -12.44832, -20.41745], [2.98255, -11.92147, -18.36779], [4.27525, -15.63791, -12.97756], [5.64431, -15.41464, -10.85750], [6.98550, -14.00632, -9.38601], [7.60074, -11.65639, -10.08812], [6.90382, -10.91435, -12.37546], [7.22676, -11.51197, -15.59676], [7.56396, -12.71945, -15.83755], [6.75174, -13.65312, -15.54149], [8.87078, -13.01633, -16.45214], [9.73799, -11.99302, -16.84598], [10.99351, -12.28421, -17.38787], [11.31578, -13.64599, -17.39933], [12.48510, -14.22215, -17.80193], [12.21081, -15.63904, -17.83974], [11.01239, -15.86456, -17.13363], [10.44165, -14.65865, -16.97274], [9.18918, -14.37622, -16.54473], [9.39090, -10.97185, -16.78737], [11.74186, -11.60288, -17.69518], [12.98919, -16.20319, -17.39161], [11.99609, -15.96647, -18.89947], [8.47262, -15.14426, -16.20707], [1.61760, -15.02842, -9.32218], [0.86814, -15.41575, -10.41165], [1.01882, -14.78049, -11.65041], [1.95710, -13.72514, -11.78958], [2.71325, -13.37482, -10.67830], [2.57563, -14.02908, -9.45836], [2.26598, -12.79066, -13.48322], [0.98524, -12.99835, -14.88250], [0.51674, -14.26793, -15.16360], [-0.36600, -14.52656, -16.20765], [-0.73653, -13.46236, -17.03658], [-0.23549, -12.20132, -16.82548], [0.55215, -11.94625, -15.70073], [2.73873, -10.97118, -13.15277], [3.32204, -10.13369, -14.10904], [3.75403, -8.84865, -13.80304], [3.48782, -8.31365, -12.55343], [2.82731, -9.08685, -11.64353], [2.46983, -10.39118, -11.93016], [1.45333, -15.48871, -8.36449], [0.18014, -16.26773, -10.28901], [0.40289, -15.11192, -12.50777], [3.50030, -12.65300, -10.78911], [3.17320, -13.77344, -8.59943], [0.92302, -15.11199, -14.58856], [-0.74766, -15.53050, -16.40046], [-1.35565, -13.68413, -17.89919], [-0.52608, -11.35861, -17.45128], [0.86723, -10.94228, -15.52742], [3.50891, -10.52759, -15.09464], [4.29492, -8.27855, -14.53757], [3.70132, -7.28673, -12.35143], [2.54706, -8.64922, -10.68126], [1.96729, -11.01481, -11.20070]], "lowdin_charge": [0.8442, 0.0877, -0.2209, -0.0086, -0.0586, -0.0641, 0.0013, -0.0903, -0.3850, -0.0652, 0.1414, -0.1684, -0.0013, -0.2797, -0.0098, -0.0315, -0.0228, -0.0863, 0.0422, 0.0719, 0.1346, 0.1191, 0.1134, 0.1193, 0.1359, 0.1399, 0.1187, 0.1180, 0.1354, -0.0480, -0.5562, -0.0419, -0.1419, 0.0009, 0.0429, -0.1816, 0.0451, -0.1134, 0.0442, -0.2214, 0.0756, 0.1183, 0.1118, 0.1287, 0.1580, 0.1457, -0.0752, -0.0761, -0.0723, -0.2520, -0.1434, -0.0598, 1.0862, -0.2797, -0.1322, -0.0513, -0.0682, -0.0702, -0.0726, -0.2806, -0.1233, -0.0557, -0.0690, -0.0676, -0.1043, 0.1081, 0.1187, 0.0957, 0.0857, 0.1075, 0.0988, 0.1189, 0.1146, 0.1179, 0.0952, 0.0737, 0.1112, 0.1091, 0.1206, 0.0941]}